No. 1
{
  "formula": "C73H80ClNO16P",
  "method": "ωB97M-V with the def2-TZVPD basis set",
  "symbols": ["Cl", "P", "O", "O", "O", "O", "O", "O", "O", "O", "O", "O", "O", "O", "O", "O", "O", "O", "N", "C", "C", "C", "C", "C", "C", "C", "C", "C", "C", "C", "C", "C", "C", "C", "C", "C", "C", "C", "C", "C", "C", "C", "C", "C", "C", "C", "C", "C", "C", "C", "C", "C", "C", "C", "C", "C", "C", "C", "C", "C", "C", "C", "C", "C", "C", "C", "C", "C", "C", "C", "C", "C", "C", "C", "C", "C", "C", "C", "C", "C", "C", "C", "C", "C", "C", "C", "C", "C", "C", "C", "C", "C", "H", "H", "H", "H", "H", "H", "H", "H", "H", "H", "H", "H", "H", "H", "H", "H", "H", "H", "H", "H", "H", "H", "H", "H", "H", "H", "H", "H", "H", "H", "H", "H", "H", "H", "H", "H", "H", "H", "H", "H", "H", "H", "H", "H", "H", "H", "H", "H", "H", "H", "H", "H", "H", "H", "H", "H", "H", "H", "H", "H", "H", "H", "H", "H", "H", "H", "H", "H", "H", "H", "H", "H", "H", "H", "H", "H", "H", "H", "H", "H"],
  "coordinates": [[-2.83670, -5.81347, -3.66527], [-1.35554, -2.99181, -4.20850], [-6.99881, 3.25924, 0.56098], [1.09131, -3.53841, 4.24243], [-3.82278, 7.28164, 4.40052], [4.83640, -6.76853, 2.34687], [-2.10999, 3.33654, 2.60038], [-6.26624, -1.29003, -12.64401], [7.74918, 13.47246, 5.32822], [2.77910, -3.63259, -2.59867], [-0.05066, 10.15589, 8.57977], [1.63483, 3.60512, 3.94453], [3.31941, 11.21694, 7.16412], [-4.81423, -0.91779, -7.56632], [1.07034, 7.36117, 6.44075], [6.52872, 3.67473, 5.96662], [4.83437, 10.23531, 10.62249], [-5.50638, -0.30094, -3.60176], [2.63424, -1.40826, -2.08695], [-3.23143, 3.31653, 2.13169], [3.31838, 9.20516, 9.14560], [3.97762, -6.02939, 2.77813], [-5.14888, -1.00168, -8.72587], [0.08629, -9.35412, -1.77487], [-2.64638, -4.02526, -3.17678], [1.54090, -8.86100, -3.76567], [3.15672, 4.63325, 5.41730], [-1.07638, 8.33192, 6.39218], [2.03235, 0.56897, -0.82773], [1.46542, 11.18643, 10.05357], [-3.81488, -4.85394, -1.06528], [-2.70082, 7.30075, 4.86866], [5.50970, 12.87822, 4.92096], [-0.17125, -2.02253, -5.38833], [3.88407, -5.72457, 4.22724], [1.07303, 10.17366, 9.04600], [-5.48236, 4.28699, 2.03669], [1.76173, 1.22673, 0.36480], [5.00385, 2.64773, 4.49525], [-2.57591, -1.48005, -3.95503], [6.73692, 12.95532, 5.74951], [-6.75681, -0.45724, -10.49768], [-0.45025, 6.33054, 4.96409], [2.98207, -5.39491, 1.88083], [-5.87936, 3.27615, 1.02626], [1.82915, 0.51764, 1.56681], [-6.39409, -0.36392, -9.22079], [-2.29067, -3.60083, -5.77697], [-0.23174, -8.38046, 0.64224], [3.71287, 10.21333, 10.15169], [4.33899, 11.73392, 6.74879], [2.47230, -1.46943, 0.36791], [-1.67752, 6.31272, 4.45152], [2.04159, -4.58209, 2.35848], [0.19377, 0.41513, -5.50606], [-0.53062, -0.63622, -5.90551], [-0.11818, -5.33679, -5.61975], [4.38626, 4.64881, 5.92555], [-2.30477, 8.31151, 5.87780], [4.39850, 12.31253, 5.38490], [-0.05612, 7.34161, 5.97196], [-4.85473, 2.28746, 0.60836], [-4.25538, 4.30447, 2.54898], [1.17142, -9.97652, -2.73558], [0.84903, -7.74472, -5.99960], [0.42195, -8.65384, -4.80736], [-2.58899, -4.01807, -1.63660], [2.69105, 11.20404, 10.56721], [-4.68970, -1.84109, -10.98452], [5.56636, 11.81045, 7.57804], [2.94448, -4.91231, 4.70369], [0.71200, -9.09176, -0.38625], [3.77330, 2.63311, 3.98818], [1.13817, -6.31448, -5.47700], [2.05429, -2.74582, -2.21322], [-4.32521, -1.74868, -9.70737], [-0.10072, -4.45146, -4.34935], [2.75648, 3.62286, 4.40945], [0.58342, -3.01830, -1.84385], [-3.68733, -1.27694, -5.00602], [-5.93295, -1.20402, -11.47922], [-3.62632, 2.30565, 1.12184], [5.40724, 3.65782, 5.50379], [-2.92177, -3.98847, -6.74880], [6.67770, 12.37635, 7.11323], [2.38875, -0.79106, -0.84733], [-1.74506, -8.39211, 0.28314], [1.94852, -4.27772, 3.80624], [-4.48226, 0.00954, -4.55692], [2.09345, 9.18679, 8.62995], [2.18198, -0.83208, 1.56957], [-0.45885, -2.21281, -2.66937], [-3.57529, -4.53835, -7.40393], [2.40051, 5.35070, 5.71396], [-1.14368, -1.69944, -1.97058], [-2.73432, -3.02224, -1.18173], [-5.09650, -0.61379, -2.78714], [-0.50069, -8.22325, -4.37641], [7.58324, 12.44095, 7.70295], [-3.34726, -1.04434, -6.01489], [1.63000, -7.93788, -3.15809], [0.93536, -4.05425, -4.35932], [-1.70484, -4.48051, -1.17075], [2.99940, 11.93411, 11.30521], [1.00982, -10.07105, 0.03750], [-1.31445, -0.40618, -6.63544], [0.30737, 5.61340, 4.66866], [-2.86564, 1.59220, 0.82972], [1.30660, -4.10944, 1.71775], [-4.10197, -2.38102, -11.71604], [1.47593, 2.28125, 0.31625], [-0.13026, -5.14871, -3.49329], [4.07888, 8.49085, 8.85521], [5.57095, 13.30502, 3.92792], [2.21039, -1.35454, 2.52988], [0.95694, 0.33777, -4.72016], [-4.04076, -4.45771, -0.05648], [5.50900, 11.38457, 8.57100], [1.78438, 8.45258, 7.88698], [0.53586, -2.58755, -0.81366], [-3.75352, 0.74282, -4.16105], [0.41696, -4.08696, -1.66959], [-0.13410, -8.90068, 1.61554], [4.69831, 5.37775, 6.66286], [0.10133, -1.34348, -3.07875], [2.86171, -4.67797, 5.75757], [1.58150, 1.06207, 2.48236], [0.06757, -7.33597, 0.84627], [-7.66087, 0.00170, -10.87778], [0.16404, -7.78867, -6.85973], [-3.13159, -1.63424, -2.99566], [-2.31927, -8.21471, 1.21350], [3.46126, 1.90425, 3.25069], [5.76029, 1.93191, 4.19953], [-0.76603, 9.06577, 7.13486], [0.06155, -4.82964, -6.57748], [4.61887, -6.19740, 4.86660], [-3.06501, 9.02526, 6.16964], [-2.09807, -9.35716, -0.10704], [-0.77713, -10.02179, -1.63587], [3.49285, 12.24754, 4.79507], [-1.98463, -7.54783, -0.38191], [-3.94854, 5.03420, 3.28712], [2.53620, -9.03302, -4.21067], [3.06435, -5.62862, 0.82604], [-0.28395, -8.42113, -2.23094], [-2.03000, -0.55229, -3.69474], [2.03476, -10.25254, -2.10893], [-6.98217, 0.17581, -8.48907], [-0.96649, -6.02472, -5.72826], [2.73315, -2.53369, 0.37716], [-5.16248, 1.55833, -0.13070], [1.47912, -6.30657, -4.42865], [-4.46122, -2.06185, -5.00288], [1.98241, 1.09682, -1.78826], [0.20305, -9.65337, -5.24071], [-3.42088, -2.20810, -9.32545], [1.82131, -8.15454, -6.35335], [1.64296, -8.49427, -0.44392], [-3.49116, -5.89504, -0.91305], [-4.68397, -4.79573, -1.73558], [-1.98426, 5.58270, 3.71325], [-0.10123, -2.61800, -6.32552], [0.10303, 1.40033, -5.98602], [0.88489, -1.96283, -5.05556], [0.78890, -10.85237, -3.28421], [0.70482, 11.90067, 10.34371], [1.96440, -5.86193, -6.05823], [-3.65337, -3.67227, -3.46347], [-4.99837, 0.47721, -5.40912], [2.40136, -0.80250, -2.86668], [-6.24158, 5.00126, 2.32946]],
  "lowdin_charge": [0.57, 0.60, 0.11, 0.10, 0.10, 0.11, 0.10, 0.09, 0.11, 0.09, 0.08, 0.10, 0.11, 0.11, 0.07, 0.10, 0.08, -0.09, 0.11, -0.38, 0.00, -0.39, -0.36, -0.21, -0.66, -0.22, 0.03, 0.04, -0.03, 0.02, -0.16, -0.37, 0.02, -0.29, 0.02, -0.36, 0.03, -0.09, 0.03, -0.29, -0.39, 0.01, 0.04, 0.03, -0.39, -0.12, 0.03, -0.25, -0.25, -0.40, -0.35, -0.05, 0.04, 0.01, -0.05, -0.22, -0.25, 0.02, 0.03, 0.03, -0.34, 0.03, 0.02, -0.19, -0.21, -0.21, -0.31, 0.02, 0.02, 0.04, 0.02, -0.22, 0.03, -0.21, -0.42, 0.03, -0.31, -0.37, -0.16, -0.24, -0.39, 0.03, -0.39, 0.02, 0.03, -0.28, -0.12, -0.39, -0.26, 0.01, -0.08, -0.26, 0.02, 0.09, 0.07, 0.09, 0.06, 0.10, 0.12, 0.05, 0.10, 0.07, 0.09, 0.12, 0.11, 0.09, 0.10, 0.12, 0.12, 0.12, 0.11, 0.06, 0.13, 0.12, 0.10, 0.03, 0.06, 0.10, 0.09, 0.10, 0.11, 0.09, 0.09, 0.12, 0.06, 0.12, 0.09, 0.09, 0.12, 0.11, 0.06, 0.07, 0.10, 0.12, 0.08, 0.09, 0.12, 0.12, 0.07, 0.10, 0.12, 0.05, 0.08, 0.11, 0.13, 0.10, 0.07, 0.10, 0.12, 0.06, 0.11, 0.12, 0.09, 0.11, 0.11, 0.11, 0.12, 0.10, 0.10, 0.03, 0.06, 0.09, 0.08, 0.04, 0.08, 0.10, 0.12, 0.10, 0.05, 0.09, 0.11, 0.12],
  "homo_energy_ha": -0.167,
  "charge": -1,
  "mol_weight_g_mol": 1293.9,
  "e_lumo_ev": -0.944,
  "gap_ev": 3.6
}

***

No. 2
{
  "formula": "CH7NO2",
  "method": "ωB97M-V with the def2-TZVPD basis set",
  "symbols": ["O", "O", "N", "C", "H", "H", "H", "H", "H", "H", "H"],
  "coordinates": [[0.14933, -1.32692, 0.55382], [-1.63062, 3.88295, -4.89985], [1.29892, -1.99129, 2.46183], [0.33292, -1.04351, 1.97058], [-0.73289, -1.69474, 0.39826], [-1.73127, 4.50211, -4.16193], [0.93365, -2.90934, 2.66331], [-0.66455, -1.13701, 2.45081], [-0.72033, 3.86384, -5.23513], [2.02418, -2.10792, 1.76372], [0.74066, -0.03817, 2.03457]],
  "lowdin_charge": [-0.10, -0.07, 0.00, -0.32, 0.07, 0.04, 0.06, 0.12, 0.04, 0.07, 0.10],
  "homo_energy_ha": -0.350,
  "smiles": "NCO.O",
  "e_above_lowest_kj_mol": 26.1,
  "mol_weight_g_mol": 65.1,
  "e_lumo_ev": 0.969,
  "gap_ev": 10.5
}

***

No. 3
{
  "formula": "C4H8BrCl",
  "method": "ωB97M-V with the def2-TZVPD basis set",
  "symbols": ["Br", "Cl", "C", "C", "C", "C", "H", "H", "H", "H", "H", "H", "H", "H"],
  "coordinates": [[-2.82674, 0.27045, 0.20466], [1.33484, 1.60645, -0.40076], [-1.27105, -0.55511, -0.43780], [0.48073, 0.87171, 0.91946], [-0.71767, -0.10682, -1.81747], [1.35924, -0.25148, 1.56072], [-1.54075, 0.07962, -2.47051], [-0.10507, -0.94469, -2.41212], [2.26431, 0.14558, 2.11793], [-0.20508, 1.44402, 1.57498], [-0.17287, 0.83404, -1.68631], [0.73931, -0.91444, 2.13008], [-0.95861, -1.51832, 0.01823], [1.61942, -0.96099, 0.69890]],
  "lowdin_charge": [0.65, 0.63, -0.66, -0.60, -0.24, -0.20, 0.03, 0.12, 0.08, 0.06, -0.05, 0.04, 0.05, 0.08],
  "homo_energy_ha": [-0.299, -0.292],
  "e_above_lowest_kj_mol": 325.2,
  "mol_weight_g_mol": 171.5,
  "e_lumo_ev": [0.372, 0.282],
  "gap_ev": [8.5, 8.2]
}

***

No. 4
{
  "formula": "C24H25Cl5FN4O7P2SiSm",
  "method": "ωB97M-V with the def2-TZVPD basis set",
  "symbols": ["Sm", "Cl", "Cl", "Cl", "Cl", "Cl", "P", "P", "Si", "F", "O", "O", "O", "O", "O", "O", "O", "N", "N", "N", "N", "C", "C", "C", "C", "C", "C", "C", "C", "C", "C", "C", "C", "C", "C", "C", "C", "C", "C", "C", "C", "C", "C", "C", "C", "H", "H", "H", "H", "H", "H", "H", "H", "H", "H", "H", "H", "H", "H", "H", "H", "H", "H", "H", "H", "H", "H", "H", "H", "H"],
  "coordinates": [[-0.90373, 0.37172, -0.47569], [0.86788, -3.25419, 4.18784], [-1.09855, -1.63765, 2.38493], [4.97629, -1.82029, 0.97887], [3.07771, 0.06775, -0.60490], [3.89007, -3.44612, 3.41108], [-1.35207, 2.84340, -2.19690], [-0.58208, 0.42450, -3.52733], [-1.64014, 1.98497, 1.89123], [-2.39978, -1.06843, -0.33288], [-2.26716, 1.82910, -1.45732], [-0.95623, 2.02078, -3.58797], [-1.95960, -0.20716, -2.98739], [-0.12729, -0.13676, -4.79791], [0.05642, 2.71258, -1.38859], [-1.79924, 4.19865, -2.47853], [0.37622, 0.36161, -2.30078], [1.64853, -5.14216, -1.90290], [2.00808, -3.70198, -3.84538], [-0.26280, -4.23223, -3.12163], [1.13784, -2.76465, -1.77734], [1.42154, 2.70511, 4.69608], [-1.98128, 6.11510, 1.04864], [-1.51922, 4.87700, 1.47887], [3.28839, -1.72134, 1.39733], [0.61487, -1.63559, 1.99025], [-0.22385, -3.04994, -2.24161], [-4.05913, 5.10585, 0.42004], [-1.34399, 2.78685, 4.66738], [-0.67986, 2.42366, 3.48931], [1.46122, -2.39422, 2.79924], [-2.30834, 3.72562, 1.40301], [-3.58781, 3.87573, 0.85623], [1.03256, -0.89084, 0.89901], [0.27714, -5.36640, -2.37712], [0.73709, 3.05890, 5.84877], [0.62244, -3.96001, -4.25978], [2.39755, -0.93583, 0.67068], [2.81144, -2.45773, 2.47872], [-3.25684, 6.23552, 0.51729], [-0.65320, 3.09878, 5.83009], [1.63645, -3.92992, -1.06272], [0.71617, 2.38931, 3.53832], [2.47782, -4.85353, -3.07901], [1.98746, -2.53163, -2.94544], [-4.22478, 3.00246, 0.75900], [-0.86684, -3.21588, -1.37469], [1.00444, -4.11093, -0.18897], [-2.91839, 1.49690, 2.52953], [1.26754, 2.09876, 2.64907], [-1.19868, 3.37309, 6.72688], [-0.36393, -5.55843, -1.51362], [1.27948, 3.29567, 6.75719], [-5.05054, 5.18186, -0.01281], [3.50055, -4.66104, -2.74482], [3.00488, -2.32816, -2.60566], [0.25124, -3.08185, -4.79041], [-2.24836, 0.52733, -2.36154], [0.35323, 1.83885, -1.79190], [2.50505, 2.66609, 4.69741], [2.47737, -5.73498, -3.72805], [-0.59101, -2.19961, -2.80341], [-3.61699, 7.19590, 0.16661], [-0.51393, 4.80519, 1.88352], [0.27482, -6.24909, -3.02421], [2.65571, -3.73150, -0.72086], [-2.42783, 2.82552, 4.66456], [-1.33826, 6.98588, 1.11803], [1.61485, -1.67009, -3.49573], [0.61144, -4.82581, -4.92920]],
  "lowdin_charge": [1.40, 0.62, 0.64, 0.61, 0.66, 0.62, 0.26, 0.23, 0.61, -0.57, -0.45, -0.26, -0.19, -0.26, -0.21, -0.24, -0.48, -0.09, -0.09, -0.08, -0.08, -0.11, -0.11, -0.11, -0.72, -0.71, -0.16, -0.11, -0.12, -0.36, -0.71, -0.36, -0.13, -0.26, -0.19, -0.13, -0.17, -0.71, -0.72, -0.13, -0.12, -0.18, -0.12, -0.20, -0.17, 0.09, 0.13, 0.13, -0.05, 0.09, 0.09, 0.12, 0.08, 0.09, 0.12, 0.11, 0.12, -0.02, -0.03, 0.09, 0.11, 0.09, 0.08, 0.09, 0.11, 0.12, 0.09, 0.09, 0.10, 0.11],
  "homo_energy_ha": [-0.086, -0.084],
  "spin_multiplicity": 6,
  "charge": -2,
  "e_above_lowest_kj_mol": 26.6,
  "mol_weight_g_mol": 918.1,
  "e_lumo_ev": [3.940, 3.941],
  "gap_ev": [6.3, 6.2]
}